18
Properties=species:S:1:pos:R:3:forces:R:3:lowdin_charge:R:1 method="wB97M-V/def2-TZVPD" energy_ha=-360.35170 de_lowest_kj_mol=225.0 orbital_gap_ev=9.36
C -0.348576 -1.037464 -2.188367 -0.936 2.073 -1.887 -0.09
C 0.555052 -0.100057 -1.492061 2.060 1.042 1.924 -0.31
N -0.121089 0.701052 -0.475004 -3.176 3.814 -1.747 -0.01
C -0.826066 0.345039 0.671488 0.813 -1.603 -2.122 -0.67
N -0.409350 -0.837123 1.206497 0.403 0.068 4.006 0.10
N -1.754867 1.017398 1.188355 -0.068 2.203 0.283 0.10
H -0.639317 -1.847242 -1.604439 -0.207 -1.776 0.775 0.04
H 0.008419 -1.268486 -3.209480 -0.263 -0.332 0.647 0.09
H -1.277906 -0.408657 -2.270068 0.521 -0.807 -0.468 0.10
H 1.477996 -0.471603 -0.980795 -0.718 -0.562 -0.518 0.12
H 0.987524 0.679994 -2.135777 -0.321 -0.437 -0.245 0.11
H -0.734863 1.461800 -0.999069 1.743 -1.826 1.674 0.17
H 0.031782 -1.662002 0.806012 0.095 0.958 0.250 0.09
H -0.387043 -0.543268 2.242314 0.376 -2.324 -1.874 0.13
H -1.939367 0.822380 2.174822 -0.227 -0.479 -0.639 0.05
H 2.077052 0.244870 2.290600 -0.975 3.897 1.917 0.12
H 1.464488 1.701020 2.007033 0.250 -0.377 0.612 0.02
O 1.836131 1.202348 2.767939 0.631 -3.534 -2.589 -0.15